No. 1
This record from the OMol25 dataset describes a cluster of 8 separate species, C26H71N3O11 in total in a non-equilibrium geometry. The level of theory is ωB97M-V/def2-TZVPD.

## Properties
<S²> = 0.7504
Calculated total energy = -55099.3592 eV
Multiplicity = 2
Largest force on an atom = 2.572 eV Å⁻¹
Orbital gap (spin up / spin down) = 1.317 / 8.490 eV
HOMO level (spin up / spin down) = 0.0280 / -0.2378 Eh
Total charge = -1

Each line ends with the Löwdin spin population.
CARTESIAN COORDINATES (ANGSTROEM)
C1 -0.3642 -0.1836 5.2955  0.068
O1 0.9441 -0.1866 4.6233  0.010
C2 0.9264 -0.7042 3.3061  0.007
C3 2.2731 -0.5407 2.6025  0.002
N1 2.2115 -0.9526 1.1917  0.000
C4 3.4627 -0.8473 0.4967  0.001
C5 3.3169 -1.6203 -0.8070  0.001
O2 3.2516 -3.0206 -0.5498  0.000
C6 3.1128 -3.8617 -1.7113  0.001
H1 -0.3809 -0.0746 6.3799  0.008
H2 -1.1002 -0.9572 5.0766  0.020
H3 -0.9392 0.6603 4.9143  0.021
H4 0.1329 -0.2444 2.7170  0.004
H5 0.7145 -1.7722 3.3565  0.001
H6 3.0442 -1.1924 3.0132  0.000
H7 2.5703 0.5070 2.6483  0.001
H8 1.8934 -1.9100 1.2406  0.000
H9 4.3514 -1.2466 0.9854  0.000
H10 3.6774 0.1966 0.2678  0.000
H11 4.2480 -1.3933 -1.3262  0.000
H12 2.4469 -1.2576 -1.3542  0.000
H13 3.9464 -3.7929 -2.4103  0.000
H14 2.2542 -3.5833 -2.3224  0.000
H15 2.9496 -4.9084 -1.4547  0.000
C7 0.5902 6.8636 1.2314  0.013
O3 -0.7768 6.7643 0.9162  0.006
C8 -1.4637 5.8650 1.7959  0.029
C9 -2.9697 5.7293 1.4804  0.039
N2 -3.2867 4.7535 0.4559  0.006
C10 -4.7474 4.5709 0.2806  0.033
C11 -5.0728 3.1790 -0.2608  0.060
O4 -4.6403 2.9310 -1.6192  0.008
C12 -5.1449 1.6395 -2.0583  0.024
H16 0.9978 7.4217 0.3885  0.001
H17 1.1040 5.9023 1.2388  0.002
H18 0.7162 7.2499 2.2428  0.004
H19 -1.3809 6.1670 2.8400  0.017
H20 -1.0395 4.8695 1.6649  0.012
H21 -3.4467 6.6712 1.2095  0.002
H22 -3.4549 5.3173 2.3653  0.035
H23 -2.8035 5.0339 -0.3855  0.001
H24 -5.2286 5.3006 -0.3707  0.001
H25 -5.1237 4.6899 1.2966  0.034
H26 -6.1597 3.1019 -0.2332  0.016
H27 -4.7553 2.3784 0.4072  0.036
H28 -4.4839 1.3116 -2.8606  0.002
H29 -6.1767 1.7426 -2.3943  0.003
H30 -5.0078 0.9435 -1.2308  0.017
C13 -0.4216 -2.9367 0.7658  0.009
O5 -0.2903 -3.5919 2.0194  0.019
C14 -0.0616 -4.9921 1.9995  0.006
C15 1.3685 -5.3189 1.4920  0.002
N3 1.4253 -6.7237 1.1374  0.000
C16 2.8007 -6.9861 0.7696  0.000
C17 2.8849 -8.2837 -0.1000  0.001
O6 2.3969 -7.9716 -1.3754  0.001
C18 2.2744 -9.1872 -2.1033  0.002
H31 -0.0705 -1.9174 0.9267  0.000
H32 -1.4435 -2.7157 0.4575  0.010
H33 0.0353 -3.4081 -0.1043  0.000
H34 -0.8304 -5.4080 1.3483  0.001
H35 -0.2595 -5.4331 2.9765  0.002
H36 2.1460 -5.1156 2.2284  0.001
H37 1.6566 -4.6659 0.6682  0.000
H38 0.9036 -6.7748 0.2741  0.001
H39 3.4206 -7.1035 1.6585  0.000
H40 3.3261 -6.2339 0.1812  0.000
H41 2.2664 -9.0717 0.3296  0.000
H42 3.9116 -8.6220 -0.2393  0.000
H43 3.1481 -9.8305 -1.9993  0.000
H44 2.0581 -9.0119 -3.1572  0.001
H45 1.4014 -9.7121 -1.7156  0.000
O7 -2.2586 2.6834 2.2205  0.201
H46 -2.7331 3.1950 1.5653  0.010
H47 -2.9339 2.3934 2.8337  0.087
C19 -1.5713 1.4359 -1.1947  0.007
C20 -0.7433 0.7402 -0.0760  0.012
O8 0.4776 0.3553 -0.6561  0.002
H48 -2.4355 1.9288 -0.7493  0.004
H49 -1.9264 0.7012 -1.9174  0.001
H50 -0.9632 2.2058 -1.6696  0.000
H51 -1.2282 -0.1289 0.3685  0.012
H52 -0.5530 1.3706 0.7926  0.008
H53 1.1031 -0.0216 -0.0330  0.000
C21 2.5590 2.9088 0.4354  0.008
C22 2.1777 3.4726 -0.9583  0.002
O9 3.0320 4.5364 -1.4585  0.002
H54 2.7004 3.7066 1.1645  0.004
H55 3.5088 2.3783 0.3676  0.000
H56 1.8301 2.1935 0.8165  0.002
H57 1.1864 3.9043 -0.8201  0.001
H58 2.1396 2.6768 -1.7021  0.000
H59 2.9780 5.2456 -0.8137  0.001
C23 -1.0608 -2.3469 -2.8025  0.007
C24 -0.5762 -2.6385 -4.2427  0.006
O10 0.1007 -3.8610 -4.2430  0.004
H60 -1.5496 -3.2465 -2.4283  0.002
H61 -1.8659 -1.6129 -2.8361  0.003
H62 -0.2857 -2.1666 -2.0577  0.000
H63 -0.0414 -1.8133 -4.7129  0.001
H64 -1.4060 -2.7227 -4.9444  0.001
H65 0.4915 -3.9332 -5.1169  0.001
C25 -1.0981 4.6422 -2.2201  0.002
C26 -0.7626 6.0961 -2.1551  0.001
O11 -1.8776 6.7333 -1.5800  0.001
H66 -1.8428 4.4268 -2.9863  0.000
H67 -1.4948 4.2416 -1.2872  0.001
H68 -0.1745 4.1381 -2.5048  0.000
H69 -0.6567 6.4868 -3.1671  0.000
H70 0.1429 6.2832 -1.5778  0.000
H71 -1.6251 6.9160 -0.6720  0.000

---

No. 2
This record from the OMol25 dataset describes a cluster of 4 separate species, C29H67NO11 in total. The level of theory is ωB97M-V/def2-TZVPD.

## Properties
Calculated total energy = -55165.7547 eV
Multiplicity = 1
Largest force on an atom = 0.614 eV Å⁻¹
Orbital gap = 9.632 eV
HOMO level = -0.3304 Eh
Structure (SMILES) = CCCCCOCCOCCCCN.COCCOCCOC.COCCOCCOC.COCCOCCOC
Total charge = 0

Each line ends with the Mulliken charge.
CARTESIAN COORDINATES (ANGSTROEM)
C1 2.1006 -2.5665 0.1330  -0.707
C2 2.6144 -1.1674 -0.2344  -0.383
C3 3.7322 -0.6836 0.6855  0.019
C4 4.2764 0.7116 0.3453  -1.052
C5 4.0135 1.7814 1.3848  -0.811
O1 2.6322 2.1163 1.4508  -0.223
C6 2.0989 2.1892 2.7537  -0.590
C7 0.8146 3.0427 2.7830  -0.463
O2 0.1321 3.1328 1.5547  -0.319
C8 -0.5008 1.9310 1.1620  0.624
C9 -1.8255 1.6713 1.8686  -0.032
C10 -2.4276 0.3433 1.3928  -0.517
C11 -2.1004 -0.8650 2.2691  -0.586
N1 -2.5122 -0.7340 3.6642  -0.600
H1 1.2151 -2.5211 0.7723  0.165
H2 1.8350 -3.1661 -0.7402  0.375
H3 2.8691 -3.1183 0.6835  -0.079
H4 2.9691 -1.1644 -1.2718  0.361
H5 1.7954 -0.4449 -0.2011  0.092
H6 3.3622 -0.6839 1.7221  0.314
H7 4.5468 -1.4157 0.6645  0.155
H8 5.3573 0.6677 0.1724  0.464
H9 3.8337 1.0533 -0.6016  0.361
H10 4.5771 2.6981 1.1711  0.323
H11 4.3358 1.4401 2.3817  0.473
H12 2.8408 2.6556 3.4196  0.548
H13 1.9177 1.1734 3.1397  0.222
H14 0.1518 2.6105 3.5478  0.242
H15 1.0342 4.0702 3.0741  0.396
H16 -0.6530 2.0186 0.0828  -0.812
H17 0.1821 1.0902 1.3211  0.123
H18 -1.6641 1.6221 2.9526  0.371
H19 -2.5011 2.5153 1.6920  0.260
H20 -3.5169 0.4140 1.2836  0.360
H21 -2.0361 0.1270 0.3872  0.073
H22 -1.0233 -1.0613 2.2158  0.038
H23 -2.5825 -1.7450 1.8252  0.384
H24 -1.7335 -0.6860 4.3027  0.267
H25 -3.0831 0.0844 3.8240  0.284
C12 -1.5970 4.8595 -0.4842  -0.533
O3 -2.2406 5.4693 -1.5833  -0.461
C13 -2.3266 4.6825 -2.7540  0.196
C14 -3.7272 4.6373 -3.3257  -0.679
O4 -4.6555 3.8975 -2.5502  -0.260
C15 -5.1770 4.4750 -1.3674  -0.244
C16 -6.2287 5.5336 -1.6040  -0.674
O5 -5.6773 6.7190 -2.1357  -0.328
C17 -6.4236 7.3141 -3.1686  -0.764
H26 -0.5123 4.7967 -0.6143  0.390
H27 -1.8059 5.4647 0.3958  0.348
H28 -1.9835 3.8477 -0.3125  -0.013
H29 -1.9873 3.6585 -2.5526  -0.337
H30 -1.6681 5.0990 -3.5277  0.447
H31 -3.6637 4.0789 -4.2640  0.401
H32 -4.0860 5.6457 -3.5409  0.295
H33 -4.3926 4.8548 -0.7100  0.100
H34 -5.6879 3.6484 -0.8653  0.351
H35 -6.7056 5.7420 -0.6358  0.394
H36 -6.9984 5.1337 -2.2748  0.338
H37 -6.7719 6.5677 -3.8913  0.350
H38 -5.7698 8.0206 -3.6774  0.237
H39 -7.2963 7.8573 -2.7875  0.318
C18 8.7518 -5.7744 6.0097  -0.759
O6 8.0143 -6.2516 4.9105  -0.319
C19 6.9129 -7.0741 5.2384  -0.580
C20 5.7002 -6.7412 4.4019  -0.317
O7 5.1211 -5.4884 4.7172  -0.397
C21 5.6838 -4.3387 4.1142  -0.535
C22 5.1688 -4.0730 2.7192  -0.142
O8 5.6433 -5.0302 1.7940  -0.384
C23 4.6877 -5.4881 0.8663  -0.768
H40 9.4077 -6.5430 6.4340  0.318
H41 9.3662 -4.9488 5.6546  0.239
H42 8.0900 -5.4086 6.8024  0.347
H43 6.6618 -6.9696 6.3002  0.358
H44 7.1617 -8.1288 5.0557  0.346
H45 4.9341 -7.4778 4.6584  0.334
H46 5.9360 -6.8281 3.3393  0.209
H47 6.7756 -4.3658 4.1170  0.264
H48 5.3465 -3.5027 4.7331  0.347
H49 5.5046 -3.0670 2.4290  0.172
H50 4.0723 -4.0663 2.7330  0.293
H51 3.7222 -5.6754 1.3482  0.373
H52 5.0574 -6.4205 0.4426  0.281
H53 4.5343 -4.7706 0.0522  0.291
C24 -1.0148 1.0040 -3.0070  -0.494
O9 -2.0855 0.1199 -2.7848  -0.359
C25 -3.3456 0.7404 -2.5930  0.650
C26 -4.4038 0.1649 -3.5029  -0.654
O10 -4.2193 0.4996 -4.8678  -0.339
C27 -3.3320 -0.2995 -5.6256  -0.271
C28 -3.9554 -1.5711 -6.1520  -0.632
O11 -4.2048 -2.5000 -5.1166  -0.320
C29 -5.4488 -3.1531 -5.1860  -0.760
H54 -0.6951 1.5190 -2.0941  -0.054
H55 -0.1780 0.4152 -3.3807  0.284
H56 -1.2731 1.7626 -3.7565  0.405
H57 -3.2859 1.8222 -2.7547  -0.297
H58 -3.6768 0.5803 -1.5602  0.113
H59 -5.3440 0.6472 -3.2218  0.349
H60 -4.4935 -0.9132 -3.3547  0.289
H61 -2.4128 -0.5276 -5.0813  0.193
H62 -3.0846 0.3078 -6.5007  0.306
H63 -3.2594 -2.0025 -6.8850  0.364
H64 -4.8855 -1.3268 -6.6780  0.362
H65 -6.2557 -2.4503 -5.4201  0.343
H66 -5.6395 -3.5970 -4.2104  0.240
H67 -5.4556 -3.9491 -5.9398  0.320